Molecular formula: C3H3N3O
Method: DFT, the ωB97M-V functional and the def2-TZVPD basis

Cartesian coordinates (Å):
1 C 2.161398 -0.310722 -0.028195
2 N 1.180563 0.663802 -0.318800
3 N -0.126413 0.275530 -0.189507
4 C -1.312395 0.866709 0.041091
5 O -1.731430 2.052562 -0.043681
6 C -2.225337 -0.320213 0.053924
7 N -3.050371 -1.092899 -0.263949
8 H 3.139524 0.053580 -0.122766
9 H 2.124525 -1.378070 0.443535
10 H -0.160067 -0.810283 0.428349

Atomic forces in eV per Å
C -5.0 2.6 -0.1
N 3.8 -3.5 1.1
N 2.7 -6.2 3.5
C -2.4 4.1 -1.2
O 1.9 -4.3 0.6
C -3.2 -0.9 -0.9
N 2.2 1.7 1.1
H 1.1 0.6 -0.4
H -1.0 1.9 -1.0
H -0.1 3.9 -2.7

Net charge: 0
Multiplicity: 1
ΔE to the lowest compared entry with this formula, charge and spin in kcal/mol: 104.0
Calculated total energy in eV: -9672.944
Frontier orbital gap in eV: 9.46

Löwdin atomic charge list, values in e, 6 entries:
1 C 0.03
2 N 0.00
3 N -0.04
4 C -0.45
5 O 0.07
6 C -0.14



Molecular formula: H4S2Si
Method: DFT, the ωB97M-V functional and the def2-TZVPD basis

Cartesian coordinates (Å):
1 Si -1.576795 0.349959 -0.301821
2 S 2.437340 -0.547556 -0.437240
3 S 1.636968 1.087317 0.572412
4 H -0.426616 -0.470600 -0.972448
5 H -1.818968 -0.137108 1.186580
6 H -2.703523 1.050333 -0.701806
7 H 2.451592 -1.332343 0.654321

Atomic forces in eV per Å
Si 3.6 -1.9 3.0
S -0.6 1.1 1.0
S -0.2 -0.8 -1.0
H -1.6 0.7 0.1
H 0.2 0.4 -1.6
H -1.3 0.8 -1.2
H 0.1 -0.2 -0.2

Net charge: 0
Multiplicity: 1
ΔE to the lowest compared entry with this formula, charge and spin in kcal/mol: 98.8
Calculated total energy in eV: -29609.473
Frontier orbital gap (alpha / beta) in eV: 7.63 / 5.79

Löwdin atomic charge list, values in e, 6 entries:
1 Si 0.64
2 S 0.14
3 S -0.09
4 H -0.16
5 H -0.12
6 H -0.21



Molecular formula: C41H38Br2MoN10O6S
Method: DFT, the ωB97M-V functional and the def2-TZVPD basis

Cartesian coordinates (Å):
1 Mo 14.321306 -11.048650 -13.370539
2 N 15.273775 -2.893528 -12.627307
3 C 14.565323 -4.097398 -12.599007
4 C 15.056101 -5.180750 -11.822831
5 C 14.374757 -6.401069 -11.758875
6 C 13.170522 -6.544498 -12.453461
7 C 12.647752 -5.483878 -13.196393
8 C 13.342504 -4.286218 -13.263836
9 S 12.343310 -8.070561 -12.318255
10 O 12.481287 -8.633291 -11.022724
11 O 11.005268 -7.916659 -12.822362
12 N 13.087571 -9.177050 -13.324456
13 C 13.206869 -8.970448 -14.631538
14 N 13.739574 -10.009094 -15.286317
15 C 13.920646 -9.918431 -16.584168
16 C 13.587261 -8.793821 -17.281633
17 C 12.957485 -7.821378 -16.518890
18 N 12.733048 -7.875696 -15.231893
19 H 16.163960 -3.014216 -12.182706
20 H 15.293661 -2.455476 -13.519186
21 H 15.931932 -5.086177 -11.207328
22 H 14.684825 -7.218585 -11.092768
23 H 11.736900 -5.532683 -13.678819
24 H 12.891777 -3.480817 -13.865925
25 H 14.223264 -10.845090 -17.033701
26 H 13.698687 -8.682964 -18.368373
27 H 12.561154 -6.925367 -17.020903
28 C 12.306214 -15.117562 -14.810282
29 C 13.736869 -14.891140 -15.203526
30 C 14.009668 -15.447818 -16.628460
31 O 14.533575 -15.535522 -14.280909
32 C 14.196351 -13.472160 -15.162027
33 O 14.660922 -12.896487 -16.149004
34 O 14.047407 -12.993335 -14.002330
35 H 12.154156 -16.175233 -14.748661
36 H 11.595768 -14.736562 -15.601465
37 H 12.130518 -14.609625 -13.888399
38 H 13.478307 -16.430979 -16.667267
39 H 15.102532 -15.631542 -16.775884
40 H 13.535427 -14.728370 -17.314243
41 H 14.515315 -15.076462 -13.458123
42 C 10.773390 -11.059974 -14.251096
43 C 10.937798 -11.523392 -12.863700
44 C 9.804269 -11.842884 -12.010311
45 C 10.014654 -12.220884 -10.706810
46 C 11.296155 -12.307336 -10.172735
47 C 11.578315 -12.850688 -8.904574
48 Br 10.256700 -13.481974 -7.623794
49 C 12.913449 -13.058804 -8.560570
50 C 13.969329 -12.707295 -9.418473
51 Br 15.601866 -13.239542 -8.809036
52 C 13.725439 -12.082540 -10.634126
53 O 14.670595 -11.757767 -11.452053
54 C 12.358164 -11.959972 -11.077398
55 N 12.155855 -11.594074 -12.362049
56 H 9.765323 -11.260620 -14.693224
57 H 11.523991 -11.571795 -14.893475
58 H 10.846794 -9.946197 -14.265956
59 H 8.803439 -11.697654 -12.393436
60 H 9.151457 -12.481081 -10.079370
61 H 13.078362 -13.478396 -7.556806
62 C 17.142158 -10.453270 -15.567058
63 C 17.230376 -11.594130 -14.635115
64 N 16.307599 -11.906301 -13.740135
65 C 16.756561 -12.964073 -13.059324
66 C 17.961457 -13.372045 -13.573567
67 N 18.239820 -12.482150 -14.586760
68 C 19.458459 -12.495552 -15.308013
69 N 19.572323 -13.497808 -16.328025
70 N 20.756212 -14.115139 -16.442658
71 N 20.780541 -14.960723 -17.442374
72 C 19.485320 -14.925146 -17.968739
73 C 18.898415 -15.611017 -19.054506
74 C 17.589917 -15.293136 -19.356676
75 C 16.845317 -14.441245 -18.539755
76 C 17.395006 -13.721622 -17.514516
77 C 18.741628 -14.020677 -17.240307
78 H 16.145624 -10.005367 -15.469930
79 H 17.251853 -10.829946 -16.575228
80 H 17.893523 -9.663674 -15.264256
81 H 16.220370 -13.356167 -12.223833
82 H 18.558471 -14.263275 -13.433294
83 H 20.276420 -12.688024 -14.616585
84 H 19.537903 -11.464110 -15.730645
85 H 19.486363 -16.204234 -19.716076
86 H 17.214021 -15.695524 -20.270324
87 H 15.808811 -14.215619 -18.846123
88 H 16.716235 -13.004996 -17.060099
89 C 18.190821 -7.883291 -12.665163
90 C 17.286949 -7.677302 -13.681572
91 C 16.091943 -8.399018 -13.738993
92 C 15.825934 -9.465638 -12.886985
93 C 16.740195 -9.640852 -11.848696
94 C 17.892678 -8.844907 -11.691955
95 H 19.032679 -7.226617 -12.605270
96 H 17.422576 -6.843588 -14.392257
97 H 15.331053 -8.071311 -14.444390
98 H 16.602541 -10.463106 -11.109600
99 H 18.549871 -9.014822 -10.838888

Atomic forces in eV per Å
Mo -0.9 0.7 1.9
N -0.7 -0.9 0.6
C 0.0 -1.0 0.4
C -0.9 -0.4 -0.2
C -0.3 0.6 0.2
C 0.5 0.2 0.0
C 2.0 0.2 1.1
C 0.0 0.5 -0.4
S -1.2 -0.9 -1.0
O 0.7 -0.1 1.0
O 0.0 0.3 -0.1
N 1.2 -0.4 0.5
C -1.3 0.9 0.1
N 0.6 -0.6 1.4
C -0.1 -0.9 -0.9
C -0.1 0.2 -0.6
C -0.5 1.4 -1.0
N 0.2 0.1 0.0
H 0.4 0.4 -0.2
H 0.2 0.4 -0.5
H 0.4 0.2 0.0
H 0.2 0.5 -0.5
H -1.7 -0.5 -0.9
H 0.4 -0.3 0.4
H 0.5 -0.2 -0.3
H 0.0 -0.2 0.7
H 0.2 -0.3 0.2
C -1.0 1.1 -1.8
C 0.1 -0.7 -2.0
C -0.4 -0.9 1.1
O 1.5 -2.1 0.0
C -0.1 0.4 -2.0
O -0.1 0.3 0.6
O -0.4 1.4 1.8
H -0.1 -0.6 0.3
H 0.6 -0.2 0.8
H -0.4 0.2 0.8
H 0.5 0.7 -0.3
H -1.0 0.5 -0.1
H 0.6 -0.5 -0.1
H -0.2 0.6 1.0
C -0.7 0.3 -1.4
C -1.1 -0.4 1.8
C 1.3 0.5 -0.4
C -1.5 0.1 -0.6
C 0.4 -0.2 -0.9
C 1.6 -0.3 0.7
Br 0.5 0.5 -0.9
C -1.9 0.2 0.5
C -1.9 0.3 0.2
Br 1.8 -0.1 0.0
C -0.7 -0.7 -0.1
O 0.7 0.6 -1.2
C 0.0 -0.6 1.9
N 0.7 0.2 -0.6
H 0.7 -0.2 0.6
H -0.3 0.7 0.3
H 0.3 -0.8 -0.1
H 0.0 -0.2 -0.1
H 0.4 0.2 -0.2
H 0.3 0.1 -0.7
C 0.4 0.6 0.4
C -0.5 0.4 -0.4
N 0.2 1.4 -0.9
C 1.3 -1.9 0.6
C -0.9 -0.2 0.3
N -0.7 -0.7 0.8
C 0.5 1.7 -0.6
N 0.9 -1.0 0.2
N 1.7 -0.7 -0.6
N -1.6 1.4 1.3
C 0.5 -0.9 -0.4
C -0.1 1.2 0.3
C 1.2 -0.7 0.3
C -1.1 0.8 -1.0
C -0.3 -0.4 -0.3
C -2.1 1.1 -0.2
H 0.6 -0.3 -0.1
H 0.3 0.3 -0.4
H -0.7 -0.9 -0.7
H -0.2 -0.2 0.2
H 0.0 0.3 0.2
H 0.1 0.2 -0.2
H 0.3 -0.8 0.1
H 0.3 -0.5 -0.2
H -0.6 -0.3 -0.3
H 0.6 -0.2 0.4
H 0.6 -0.1 0.5
C -0.4 -0.4 0.5
C -1.0 0.9 -0.4
C -0.1 0.4 0.1
C 0.1 -0.3 -0.2
C 0.7 -0.7 1.1
C -0.4 -0.2 -0.5
H 0.6 0.0 0.2
H 0.0 -0.5 0.4
H 0.3 -0.1 -0.2
H 0.0 0.7 -0.7
H -0.1 0.1 -0.2

Net charge: 0
Expectation value of S²: 2.02
Multiplicity: 3
ΔE to the lowest compared entry with this formula, charge and spin in kcal/mol: 31.0
Calculated total energy in eV: -223096.732
Frontier orbital gap (alpha / beta) in eV: 7.32 / 7.16

Löwdin atomic charge list, values in e, 6 entries:
1 Mo 1.81
2 N 0.10
3 C -0.30
4 C -0.02
5 C -0.05
6 C -0.30



Molecular formula: C6H10
Method: DFT, the ωB97M-V functional and the def2-TZVPD basis

Cartesian coordinates (Å):
1 C -1.507658 0.286996 0.674171
2 C -1.440126 -0.103724 -0.791465
3 C -0.252449 -0.135271 0.063554
4 C 0.551558 -1.354361 0.389751
5 C 1.623107 -0.013728 -0.025815
6 C 0.753572 1.207928 -0.230736
7 H -1.987672 -0.381211 1.374306
8 H -1.532902 1.342988 0.904460
9 H -1.437212 0.692592 -1.522628
10 H -1.883302 -1.041665 -1.102124
11 H 0.657266 -2.196878 -0.319861
12 H 0.638928 -1.711531 1.436462
13 H 2.055282 -0.355812 -0.945244
14 H 2.217550 0.037407 0.855986
15 H 0.633718 1.663326 -1.237301
16 H 0.750790 2.014730 0.536051

Atomic forces in eV per Å
C -1.0 0.2 0.2
C -0.8 0.1 -0.3
C -0.9 2.3 -0.4
C 2.1 2.3 -0.6
C 1.5 -2.1 0.5
C -1.9 -2.4 0.6
H -0.2 0.0 0.0
H -0.4 -0.1 0.1
H -0.3 -0.1 -0.1
H 0.0 0.0 0.1
H -0.4 0.8 0.2
H -0.2 0.6 -0.7
H 1.0 0.0 -0.1
H 1.3 0.2 0.1
H 0.3 -0.8 0.6
H 0.0 -1.0 -0.3

Net charge: 0
Multiplicity: 1
ΔE to the lowest compared entry with this formula, charge and spin in kcal/mol: 90.1
Calculated total energy in eV: -6379.951
Frontier orbital gap in eV: 8.93

Löwdin atomic charge list, values in e, 6 entries:
1 C -0.09
2 C -0.09
3 C -0.53
4 C -0.04
5 C -0.15
6 C -0.08



Molecular formula: C11H8N2O
Method: DFT, the ωB97M-V functional and the def2-TZVPD basis

Cartesian coordinates (Å):
1 C 0.137950 0.770777 -3.400565
2 C 0.005377 0.265686 -1.991788
3 C -0.930158 0.589925 -1.074081
4 C -0.836327 0.272597 0.356087
5 C -1.690349 0.771139 1.279514
6 C -1.366844 0.660631 2.633947
7 C -0.324477 -0.117874 3.102969
8 C 0.507379 -0.736716 2.176103
9 C 0.278690 -0.488324 0.854493
10 C 1.184799 -0.963491 -0.243089
11 C 1.788189 -2.343305 0.115833
12 N 2.192038 -3.300194 0.613677
13 O 2.117494 0.013399 -0.768778
14 N 1.088371 -0.582355 -1.597904
15 H -0.178456 1.814653 -3.520150
16 H -0.544223 0.093971 -4.095674
17 H 1.301492 0.700414 -3.799628
18 H -1.759692 1.183123 -1.529553
19 H -2.523436 1.461641 1.093173
20 H -1.961054 1.271313 3.342073
21 H 0.088089 -0.070136 4.151473
22 H 1.425147 -1.266875 2.301870

Atomic forces in eV per Å
C 1.0 -1.5 -2.2
C 0.4 0.7 1.4
C -0.1 0.4 -1.9
C 1.3 -0.9 -0.6
C -0.8 1.4 1.6
C -0.7 0.2 1.2
C 1.4 0.5 1.2
C -0.1 0.5 -1.2
C -1.5 0.6 -2.6
C 1.7 -0.8 0.9
C -0.4 1.4 -0.3
N -0.2 0.4 -0.4
O -0.2 -0.3 0.8
N -0.5 -1.4 -0.6
H 0.0 -0.4 0.2
H 1.6 1.4 1.1
H -3.1 0.0 1.2
H 0.4 -0.4 1.1
H 0.3 -0.5 -0.6
H 0.4 -0.6 -0.4
H -1.2 -0.2 -1.0
H 0.3 -0.4 1.2

Net charge: 0
Multiplicity: 1
ΔE to the lowest compared entry with this formula, charge and spin in kcal/mol: 98.5
Calculated total energy in eV: -16560.136
Frontier orbital gap in eV: 8.74

Löwdin atomic charge list, values in e, 6 entries:
1 C -0.05
2 C -0.29
3 C 0.03
4 C -0.15
5 C -0.04
6 C -0.08



Molecular formula: C24H32N6O2
Method: DFT, the ωB97M-V functional and the def2-TZVPD basis

Cartesian coordinates (Å):
1 C -8.915729 -1.141716 -0.553988
2 H -8.374902 -1.615836 -1.522725
3 H -8.883318 0.018783 -0.846420
4 H -9.912111 -1.574911 -0.522320
5 C -8.073961 -1.590147 0.440116
6 C -6.773914 -0.944732 0.444701
7 C -5.813047 -1.752748 -0.031761
8 C -4.484434 -1.087047 -0.544376
9 C -4.218664 0.229207 -0.152838
10 C -5.125315 0.931695 0.525101
11 C -6.479210 0.651209 0.772106
12 H -7.288307 1.158931 1.112667
13 H -4.908519 1.810335 0.703953
14 C -2.826061 0.860658 -0.240927
15 N -2.572863 2.003956 -0.027076
16 N -1.372910 2.200037 -0.107899
17 C -0.544680 3.220965 0.028671
18 N 0.608562 3.392829 -0.298614
19 N 1.351432 2.508377 -1.034585
20 C 0.621470 1.235435 -1.140876
21 O 1.206886 0.291277 -1.917865
22 C -0.855195 1.232042 -0.687337
23 C -1.726747 0.286193 -0.825743
24 H -1.689915 -0.761956 -1.114950
25 C 2.674052 2.694823 -1.356729
26 H 3.002666 3.590167 -1.334590
27 H 2.998212 1.688444 -1.936359
28 C 3.391605 2.240524 0.162904
29 O 2.644830 1.859098 1.321110
30 N 4.735738 1.952758 0.173134
31 H 5.116402 2.152184 -0.872018
32 C 5.410838 1.174400 0.930877
33 H 6.448570 1.696384 1.262396
34 C 5.575356 -0.367921 0.498400
35 N 4.262920 -0.796121 0.134876
36 C 4.218765 -1.043881 -1.179089
37 C 4.664279 -2.695602 -1.520389
38 C 3.838375 -3.545892 -0.111026
39 C 3.989407 -2.979796 1.055760
40 H 3.289788 -3.473933 1.837197
41 H 5.136389 -3.206344 1.494154
42 C 3.473285 -1.464930 1.369543
43 C 2.002208 -1.372664 1.077190
44 H 1.829172 -0.420662 1.238871
45 H 1.599421 -1.552526 0.005942
46 H 1.759467 -1.981367 1.803973
47 H 4.011644 -1.269253 2.152813
48 H 2.917880 -3.693670 -0.620548
49 H 4.207527 -4.511515 -0.525042
50 H 4.362193 -2.976864 -2.325401
51 H 5.729343 -2.725228 -1.159866
52 H 4.783408 -0.563175 -1.937770
53 H 3.317474 -1.102846 -1.615197
54 H 6.329389 -0.301431 -0.249854
55 H 6.195804 -0.923702 1.408531
56 H 4.899283 1.291207 2.186903
57 C -1.289052 4.470853 0.550539
58 H -0.652210 5.366057 0.772523
59 H -2.097009 4.926977 0.043769
60 H -1.484389 4.219990 1.891964
61 H -3.642974 -1.799189 -0.965758
62 H -5.889984 -2.653977 -0.392448
63 H -8.513534 -0.943654 1.402217
64 H -8.195092 -2.520556 0.869476

Atomic forces in eV per Å
C -0.9 1.2 -7.8
H -1.6 1.0 1.2
H -0.3 -2.6 1.2
H -0.2 0.4 0.0
C -0.7 5.1 8.2
C 1.7 3.1 0.1
C 5.8 7.5 -1.3
C -0.5 -1.9 2.0
C 3.2 -3.4 -1.4
C -7.6 -4.3 0.2
C 3.6 -8.3 -2.8
H -1.7 1.9 1.2
H 2.5 8.7 2.1
C -5.2 -9.2 -3.4
N -7.0 10.5 6.0
N 4.2 3.1 -0.3
C -4.8 6.9 2.5
N 5.6 1.4 -1.9
N -6.7 -3.4 0.7
C 4.1 -2.2 -5.1
O -3.5 4.4 4.6
C 10.4 -5.5 -4.2
C -1.3 -5.9 -0.8
H 0.6 0.6 -0.3
C 0.6 -9.9 4.1
H 1.9 6.4 -1.6
H -0.6 3.0 0.5
C -2.6 -3.9 6.0
O 3.8 2.8 -7.1
N -4.7 5.7 -9.1
H -0.7 -0.7 3.2
C 5.2 -3.1 10.3
H -1.7 -1.4 -1.1
C 0.7 1.9 4.0
N 1.8 2.3 4.4
C 0.9 -6.3 -2.9
C 2.9 5.5 14.5
C 0.9 -3.0 -13.4
C 1.4 2.0 11.5
H 1.2 -0.2 -0.8
H -2.9 1.1 -0.9
C 1.3 -3.8 -12.0
C 2.7 -0.6 -4.0
H -1.8 4.8 1.2
H 1.3 -0.4 1.8
H -3.3 -3.1 3.4
H 1.9 2.2 4.9
H -1.9 0.8 0.5
H 0.7 0.0 2.1
H -3.1 -3.7 -9.5
H -0.8 -0.5 -1.3
H 1.2 1.6 0.3
H -3.9 0.4 -1.0
H 0.2 -0.6 -1.3
H -1.9 1.1 -2.0
H 1.1 -0.7 -4.0
C 2.1 0.1 6.1
H 0.3 -1.2 -0.8
H -1.4 -0.7 -0.5
H -0.3 0.6 -4.2
H -2.0 1.7 0.7
H -1.1 -5.0 -1.3
H 0.4 -1.6 -1.3
H 0.3 -2.4 0.0

Net charge: 0
Multiplicity: 1
ΔE to the lowest compared entry with this formula, charge and spin in kcal/mol: 588.4
Calculated total energy in eV: -38420.103
Frontier orbital gap in eV: 7.15

Löwdin atomic charge list, values in e, 6 entries:
1 C -0.16
2 H 0.13
3 H 0.14
4 H 0.07
5 C -0.36
6 C -0.20